# 1
ORCA calculation (wB97M-V/def2-TZVPD) on a cluster of 2 separate species, C5H14N2O in total in a non-equilibrium geometry.

Frontier orbital gap, eV: 8.49
ΔE to the lowest compared entry with this formula, charge and spin, eV: 2.948
Electronic energy, eV: -10438.0800
Structure (SMILES): CN/C=C/CCN.O

ORCA input file:
```
! RIJCOSX wB97M-V def2-TZVPD def2/J DEFGRID3
* xyz 0 1
C 0.70 1.68 2.55
N 1.34 0.41 2.33
C 1.32 -0.11 1.03
C 0.94 -1.34 0.72
C 1.03 -2.04 -0.61
C 0.29 -1.35 -1.81
N -0.55 -0.23 -1.46
H 1.45 2.48 2.48
H -0.18 1.97 1.98
H 0.48 1.91 3.59
H 1.06 -0.28 3.01
H 1.60 0.66 0.32
H 0.33 -1.88 1.43
H 0.66 -3.04 -0.51
H 2.06 -2.14 -0.92
H 1.00 -1.12 -2.61
H -0.35 -2.13 -2.24
H -0.79 0.41 -2.19
H -1.28 -0.46 -0.80
O -3.68 2.00 -1.77
H -3.79 1.65 -2.66
H -3.65 2.95 -1.87
*
```

# 2
ORCA calculation (wB97M-V/def2-TZVPD) on a structure of composition C46H34Br2Cl5IInN8O4S2.

Frontier orbital gap, eV: 5.29
ΔE to the lowest compared entry with this formula, charge and spin, eV: 0.153
Electronic energy, eV: -306010.8161

ORCA input file:
```
! RIJCOSX wB97M-V def2-TZVPD def2/J DEFGRID3
* xyz -1 1
In -0.48 -0.64 1.35
C -2.02 -2.43 -3.20
C -1.79 -2.11 -1.75
N -0.72 -2.38 -1.12
N 0.30 -2.92 -1.84
C 1.43 -3.36 -1.22
N 2.48 -3.46 -2.09
S 1.52 -3.79 0.37
C -2.84 -1.36 -1.00
C -4.19 -1.63 -1.16
C -5.12 -0.85 -0.50
C -4.68 0.22 0.26
C -3.31 0.44 0.36
N -2.41 -0.34 -0.23
H -1.38 -1.81 -3.84
H -3.05 -2.22 -3.50
H -1.79 -3.47 -3.41
H 0.35 -2.71 -2.83
H 2.57 -2.74 -2.79
H 3.35 -3.70 -1.62
H -4.50 -2.48 -1.76
H -6.17 -1.07 -0.57
H -5.36 0.86 0.79
H -2.89 1.24 0.95
Br 2.26 0.17 -3.10
C 2.93 0.12 -1.32
C 4.30 0.34 -1.12
C 4.83 0.33 0.14
Br 6.69 0.64 0.36
C 4.00 0.11 1.27
C 4.42 0.11 2.62
C 3.51 -0.11 3.61
C 2.16 -0.35 3.28
N 1.76 -0.36 2.04
C 2.63 -0.12 1.04
C 2.03 -0.11 -0.28
O 0.78 -0.31 -0.42
H 4.94 0.51 -1.97
H 5.46 0.29 2.85
H 3.81 -0.11 4.65
H 1.41 -0.54 4.03
I -3.05 -8.09 5.71
C -2.41 -6.40 4.64
C -1.24 -5.77 5.01
C -0.82 -4.65 4.30
C -1.58 -4.18 3.23
C -2.75 -4.83 2.88
C -3.18 -5.94 3.58
C -1.13 -2.97 2.48
O -0.12 -2.33 2.88
O -1.79 -2.60 1.47
H -0.65 -6.14 5.84
H 0.09 -4.13 4.56
H -3.32 -4.44 2.04
H -4.10 -6.45 3.31
Cl -8.76 2.22 -2.06
C -7.31 3.16 -1.90
C -6.08 2.54 -1.96
C -4.93 3.30 -1.82
C -4.97 4.68 -1.65
C -3.72 5.53 -1.54
C -2.59 5.14 -2.50
N -1.90 3.90 -2.20
C -1.82 2.79 -3.01
C -1.05 1.89 -2.34
N -0.64 2.42 -1.14
C -1.15 3.62 -1.09
O -3.18 5.69 -0.24
C -3.48 4.77 0.81
C -4.80 5.05 1.47
C -5.08 6.19 2.15
Cl -4.02 7.52 2.40
S -6.66 6.21 2.82
C -6.98 4.65 2.18
C -5.92 4.16 1.49
C -6.24 5.26 -1.57
Cl -6.42 6.96 -1.24
C -7.41 4.53 -1.70
H -6.01 1.47 -2.09
H -3.97 2.79 -1.85
H -4.01 6.54 -1.85
H -1.87 5.96 -2.50
H -2.99 5.06 -3.52
H -2.31 2.76 -3.97
H -0.74 0.90 -2.63
H -1.03 4.32 -0.28
H -2.68 4.89 1.52
H -3.45 3.73 0.46
H -7.94 4.18 2.35
H -5.92 3.20 1.01
H -8.37 5.01 -1.63
Cl -0.33 3.99 2.68
C -1.73 3.11 3.26
C -2.68 3.82 3.95
C -3.84 3.20 4.43
C -3.98 1.84 4.19
C -3.01 1.13 3.50
Cl -3.28 -0.59 3.31
C -1.79 1.68 2.96
N -0.82 1.13 2.27
H -2.52 4.88 4.12
H -4.60 3.75 4.96
H -4.85 1.30 4.55
*
```

# 3
ORCA calculation (wB97M-V/def2-TZVPD) on a structure of composition C2H5NOS in a non-equilibrium geometry.

Frontier orbital gap, eV: 8.11
ΔE to the lowest compared entry with this formula, charge and spin, eV: 6.152
Electronic energy, eV: -16522.2294

ORCA input file:
```
! RIJCOSX wB97M-V def2-TZVPD def2/J DEFGRID3
* xyz 0 1
C 0.57 1.06 0.16
C -1.26 -0.63 -0.02
H -0.29 1.86 -0.46
H 0.72 1.07 1.11
H 1.51 1.23 -0.40
H 2.03 -1.32 -0.42
H -1.36 -1.73 0.12
N -0.01 -0.29 -0.37
O 0.96 -1.13 0.24
S -2.87 -0.14 0.06
*
```

# 4
ORCA calculation (wB97M-V/def2-TZVPD) on an isolated molecule of C26H25NO4.

Frontier orbital gap, eV: 8.44
ΔE to the lowest compared entry with this formula, charge and spin, eV: 0.000
Electronic energy, eV: -37049.5394
Structure (SMILES): Cc1ccc(C)c(NC(=O)CCC(=O)O[C@@H](C(=O)c2ccccc2)c2ccccc2)c1

ORCA input file:
```
! RIJCOSX wB97M-V def2-TZVPD def2/J DEFGRID3
* xyz 0 1
C -0.67 -5.38 0.42
C 0.26 -4.30 -0.05
C 1.56 -4.24 0.41
C 2.42 -3.25 -0.04
C 2.01 -2.30 -0.96
C 2.97 -1.25 -1.44
C 0.69 -2.36 -1.42
N 0.26 -1.41 -2.36
C -1.00 -1.01 -2.64
O -2.01 -1.46 -2.13
C -1.07 0.13 -3.65
C -1.17 1.47 -2.89
C 0.03 1.63 -1.99
O 1.17 1.42 -2.33
O -0.33 2.00 -0.77
C 0.70 2.08 0.22
C 0.47 3.25 1.18
O 1.43 3.78 1.70
C -0.91 3.69 1.43
C -1.11 5.03 1.76
C -2.38 5.51 2.01
C -3.47 4.65 1.94
C -3.28 3.31 1.63
C -2.01 2.83 1.38
C 0.80 0.80 1.03
C -0.15 -0.21 0.94
C -0.02 -1.35 1.71
C 1.06 -1.51 2.56
C 2.02 -0.51 2.64
C 1.89 0.64 1.88
C -0.17 -3.36 -0.97
H -1.71 -5.11 0.21
H -0.55 -5.55 1.49
H -0.45 -6.31 -0.10
H 1.91 -4.96 1.13
H 3.43 -3.21 0.34
H 3.88 -1.28 -0.84
H 3.24 -1.42 -2.48
H 2.54 -0.25 -1.36
H 1.01 -0.85 -2.76
H -1.96 0.00 -4.26
H -0.19 0.14 -4.29
H -2.08 1.50 -2.29
H -1.19 2.29 -3.60
H 1.66 2.25 -0.29
H -0.25 5.68 1.82
H -2.53 6.55 2.25
H -4.46 5.03 2.13
H -4.12 2.64 1.60
H -1.87 1.78 1.16
H -0.99 -0.11 0.26
H -0.77 -2.12 1.63
H 1.15 -2.40 3.15
H 2.86 -0.63 3.30
H 2.63 1.42 1.95
H -1.18 -3.38 -1.34
*
```

The lowest ΔE to the lowest compared entry with this formula, charge and spin belongs to which entry? C26H25NO4